(1)
C35H63F3N2O16PS5 | the ωB97M-V functional and the def2-TZVPD basis

## Properties
E, eV: -144663.8971
Net charge: +1
2S+1: 1

Positions of all 125 atoms, in Å:
1 S 1.753 -0.436 -3.400
2 S 4.282 1.335 8.283
3 S 5.618 4.310 -2.330
4 S 0.682 -4.263 0.400
5 S 1.563 -2.538 6.242
6 P -7.878 0.606 -6.797
7 F -2.276 4.009 0.716
8 F -3.795 5.264 -0.194
9 F -1.818 5.205 -1.059
10 O 5.135 1.458 7.129
11 O -5.329 2.407 -5.831
12 O 4.972 3.686 -3.463
13 O -0.632 -4.189 -0.207
14 O -5.096 2.141 -3.658
15 O 1.843 -3.702 -0.244
16 O 2.394 -3.282 7.156
17 O 2.742 -1.063 -2.571
18 O -1.686 -4.046 -2.014
19 O 6.451 3.568 -1.423
20 O 0.903 -3.177 5.121
21 O -4.654 3.317 -1.474
22 O 2.839 1.286 8.161
23 O 0.510 -1.099 -3.744
24 O -2.391 -3.264 -5.169
25 O -8.614 1.389 -5.511
26 N -5.552 -2.568 -5.774
27 N -7.276 1.846 -7.848
28 C -6.480 -1.734 -6.288
29 C -4.459 -0.783 -4.706
30 C 4.820 -0.058 9.278
31 C 0.347 -1.602 7.168
32 C -5.282 2.083 -1.226
33 C -3.800 -3.726 -0.910
34 C -5.583 1.306 -2.589
35 C 6.516 5.743 -2.909
36 C -1.198 -3.339 -4.357
37 C -4.556 -2.148 -4.979
38 C 1.652 -5.880 2.220
39 C -1.212 -4.462 -3.293
40 C 5.411 0.537 10.562
41 C 1.479 0.020 5.686
42 C 0.808 -4.863 2.996
43 C -6.459 -0.370 -6.030
44 C 0.744 -0.127 7.020
45 C -5.402 0.143 -5.213
46 C -3.516 -3.068 -4.348
47 C 0.605 -3.648 2.087
48 C 2.478 -1.129 5.634
49 C -2.829 -4.759 -1.582
50 C 1.945 2.200 -3.752
51 C 1.033 -5.964 0.829
52 C 4.711 1.878 10.811
53 C -2.760 4.438 -0.471
54 C 4.382 5.217 -1.395
55 C 1.947 1.526 -5.128
56 C 4.757 6.699 -1.516
57 C 4.711 2.602 9.468
58 C 5.500 6.878 -2.846
59 C 1.372 1.192 -2.747
60 C -5.290 1.636 -4.901
61 C 2.527 0.134 -4.907
62 C -3.251 3.261 -1.388
63 H -5.065 0.334 -2.504
64 H 1.402 -2.916 2.215
65 H 3.311 -0.956 6.315
66 H 1.977 0.985 5.603
67 H 4.794 6.794 -3.676
68 H 3.602 0.178 -4.730
69 H 0.923 1.449 -5.504
70 H 0.289 1.278 -2.667
71 H -2.858 2.333 -0.935
72 H -6.663 1.075 -2.680
73 H 5.707 2.967 9.217
74 H -2.605 -5.547 -0.836
75 H -4.389 -4.194 -0.097
76 H -0.933 -2.342 -3.938
77 H 3.684 1.703 11.141
78 H 1.698 -6.402 0.086
79 H 2.969 2.458 -3.472
80 H -2.748 3.428 -2.363
81 H 1.664 -6.854 2.710
82 H 0.363 -1.924 8.207
83 H 3.873 7.333 -1.459
84 H 5.288 -0.145 11.403
85 H 1.418 0.160 7.837
86 H -3.964 -4.044 -4.067
87 H -6.275 1.672 -7.984
88 H -0.131 0.522 7.072
89 H -7.313 2.705 -7.284
90 H 1.365 3.124 -3.755
91 H 0.086 -6.503 0.851
92 H -0.145 -4.752 -3.149
93 H 3.990 3.415 9.417
94 H -0.633 -1.801 6.734
95 H -1.705 -5.388 -3.665
96 H -3.174 -2.571 -3.416
97 H 2.849 -1.334 4.632
98 H 4.396 4.879 -0.361
99 H 5.217 2.462 11.579
100 H 5.984 7.851 -2.911
101 H 3.408 5.013 -1.839
102 H -3.649 -0.373 -4.089
103 H 6.482 0.705 10.430
104 H 2.308 -0.558 -5.718
105 H -7.276 -2.140 -6.926
106 H 6.895 5.559 -3.912
107 H -5.641 -3.560 -5.995
108 H -4.709 1.408 -0.565
109 H 2.684 -5.525 2.148
110 H 7.343 5.916 -2.220
111 H -6.271 2.242 -0.757
112 H 5.416 6.980 -0.691
113 H 3.949 -0.678 9.488
114 H -9.481 0.957 -5.466
115 H 5.557 -0.632 8.721
116 H -3.247 -2.884 -0.461
117 H -0.376 -3.583 -5.059
118 H -0.161 -5.306 3.240
119 H 2.530 2.092 -5.854
120 H -0.361 -3.177 2.252
121 H -4.477 -3.335 -1.699
122 H 1.280 -4.576 3.932
123 H -3.402 -5.244 -2.399
124 H 1.825 1.298 -1.763
125 H 0.767 -0.066 4.859

Results of the Löwdin charge analysis, in e, for atoms 1 through 8: 0.69, 0.68, 0.67, 0.70, 0.70, 0.87, 0.13, 0.13

---

(2)
C35H63F3NO12P | the ωB97M-V functional and the def2-TZVPD basis

## Properties
SMILES: N=P(O)(O)C1=C(CCC(F)(F)F)C(=O)OC1=O.C1CCOC1.C1CCOC1.C1CCOC1.C1CCOC1.C1CCOC1.C1CCOC1.C1CCOC1
Relative energy (zero: lowest compared OMol25 entry of this formula, charge and spin), kcal per mole: 0.0
E, eV: -80817.3261
2S+1: 1

Positions of all 115 atoms, in Å:
1 P -0.683 -7.022 2.220
2 F 1.414 -12.468 2.134
3 F -0.517 -11.556 1.732
4 F 1.082 -11.400 0.271
5 O 0.581 -7.349 -1.593
6 O 2.002 -9.107 -1.686
7 O 5.735 0.689 2.456
8 O 0.508 1.012 1.553
9 O -2.266 -2.682 1.275
10 O 0.082 4.031 -1.567
11 O 0.476 -7.152 3.302
12 O -1.565 -8.252 2.704
13 O -3.061 -2.551 -3.567
14 O -1.438 -6.543 -0.965
15 O -4.025 5.506 -0.699
16 O 0.559 7.947 -2.087
17 N -1.420 -5.675 2.146
18 C 0.889 3.708 -2.701
19 C -1.234 4.413 -1.998
20 C 1.997 -9.127 1.333
21 C 1.605 8.917 -2.044
22 C -4.913 6.482 1.259
23 C 0.064 -7.538 0.660
24 C -1.141 4.621 -3.502
25 C -1.158 -2.834 -4.937
26 C -5.228 6.182 -1.065
27 C 1.337 -8.354 -1.052
28 C -1.970 -4.128 -4.948
29 C -4.243 -1.489 0.771
30 C 1.286 -10.100 2.272
31 C 1.485 0.318 2.330
32 C 7.491 1.714 3.667
33 C -2.187 -1.421 1.942
34 C 1.106 -8.346 0.434
35 C -0.409 -7.049 -0.662
36 C 2.592 1.248 0.461
37 C 1.965 9.094 -0.574
38 C -0.059 3.614 -3.888
39 C 5.142 1.528 3.458
40 C 7.149 0.625 2.660
41 C 0.441 7.302 -0.813
42 C -2.189 -1.831 -4.438
43 C -2.831 -3.956 -3.705
44 C 2.664 0.051 1.404
45 C -3.400 -2.705 0.408
46 C -3.882 5.497 0.723
47 C 1.087 1.438 0.314
48 C 0.815 -11.379 1.594
49 C 1.676 7.700 -0.018
50 C -3.169 -0.502 1.228
51 C -6.027 6.356 0.220
52 C 6.219 1.763 4.508
53 H 2.504 7.025 -0.244
54 H -4.915 -1.726 1.599
55 H -3.056 -2.646 -0.630
56 H 0.432 3.835 -4.835
57 H -0.746 -2.565 -5.909
58 H 1.150 -6.476 3.146
59 H -1.746 -1.000 -3.887
60 H -2.689 -0.040 0.362
61 H -6.625 5.464 0.418
62 H 6.083 2.702 5.044
63 H 3.040 2.126 0.932
64 H 2.689 -9.676 0.703
65 H -0.487 2.610 -3.951
66 H -1.162 -1.054 1.900
67 H -4.508 7.496 1.253
68 H -2.467 -1.561 2.993
69 H -2.776 -1.422 -5.268
70 H 4.834 2.467 2.985
71 H 2.501 -0.875 0.847
72 H 2.994 9.421 -0.430
73 H 8.389 1.491 4.239
74 H -4.842 -1.131 -0.064
75 H 1.629 4.504 -2.845
76 H -1.545 5.311 -1.468
77 H -0.806 5.638 -3.720
78 H -1.400 -5.235 1.234
79 H 0.450 -9.660 2.800
80 H 7.405 -0.368 3.045
81 H -0.474 7.660 -0.326
82 H -2.093 4.458 -4.005
83 H 4.255 1.038 3.861
84 H 2.460 8.542 -2.618
85 H 0.686 0.810 -0.491
86 H -2.595 -4.172 -5.843
87 H -1.929 3.608 -1.744
88 H -2.857 5.768 0.977
89 H -2.310 -4.322 -2.814
90 H 1.778 0.957 3.172
91 H -4.072 4.483 1.091
92 H 1.254 9.838 -2.513
93 H 2.589 -8.434 1.928
94 H -5.230 6.247 2.274
95 H 3.609 -0.033 1.935
96 H -0.332 -2.915 -4.227
97 H -5.751 5.591 -1.817
98 H -3.793 -4.464 -3.776
99 H 1.507 7.682 1.058
100 H -3.930 -3.650 0.543
101 H -2.490 -7.977 2.609
102 H -3.544 0.293 1.872
103 H 2.002 -10.405 3.030
104 H 0.800 2.469 0.119
105 H 1.042 -0.595 2.731
106 H 0.357 6.228 -0.963
107 H 7.640 2.668 3.156
108 H -6.696 7.214 0.186
109 H 7.649 0.762 1.701
110 H -1.361 -5.030 -4.914
111 H -4.969 7.151 -1.505
112 H 6.218 0.951 5.238
113 H 1.420 2.774 -2.503
114 H 1.305 9.829 -0.109
115 H 3.091 1.084 -0.493

Results of the Löwdin charge analysis, in e, for atoms 1 through 8: 0.47, 0.12, 0.13, 0.14, 0.15, 0.20, -0.16, -0.15

---

(3)
C35H64F7NO14PS | the ωB97M-V functional and the def2-TZVPD basis

## Properties
E, eV: -106638.7207
Net charge: -1
2S+1: 1

Positions of all 123 atoms, in Å:
1 S 4.777 5.068 -2.071
2 P 3.365 3.761 -1.726
3 F 0.754 2.482 -4.127
4 F 3.973 1.959 -6.519
5 F 4.600 3.340 -4.993
6 F 1.654 1.553 -2.430
7 F 2.649 3.538 -5.944
8 F 3.808 0.976 -3.823
9 F 2.164 0.885 -5.194
10 O 3.956 -4.020 -1.894
11 O -2.151 2.559 4.477
12 O -0.346 5.279 -4.626
13 O -2.464 -5.386 0.580
14 O 4.060 2.345 -1.511
15 O 1.689 6.182 -4.593
16 O -1.356 3.296 -0.524
17 O -1.346 -1.591 -3.275
18 O 2.646 4.155 -0.363
19 O 0.342 8.600 4.828
20 O -4.898 -2.403 3.927
21 O 2.439 4.884 2.906
22 O 0.700 -9.173 -0.418
23 O 0.086 -0.871 1.211
24 N 2.278 3.726 -3.027
25 C 0.808 -1.887 -0.808
26 C 4.352 -2.878 -1.974
27 C -5.165 -3.079 2.958
28 C 2.109 9.945 3.983
29 C -2.709 -7.261 2.022
30 C -1.374 0.424 3.833
31 C -2.344 1.363 4.504
32 C -1.597 -2.104 0.071
33 C -3.544 0.760 5.191
34 C 2.774 -10.076 0.307
35 C 5.252 -2.283 -0.917
36 C 0.786 5.445 -4.136
37 C -0.040 9.470 2.650
38 C 2.582 -8.429 -1.661
39 C 0.398 3.789 2.459
40 C -1.919 -6.267 1.207
41 C -1.638 -2.266 -4.232
42 C 1.271 4.766 3.199
43 C -4.137 -3.401 1.905
44 C 0.637 5.585 4.294
45 C 1.899 2.411 -3.455
46 C -0.207 -1.553 0.255
47 C 0.761 9.271 3.914
48 C 3.974 -1.983 -3.124
49 C 2.910 1.734 -4.452
50 C -2.480 3.225 -0.094
51 C -3.440 2.167 -0.585
52 C -2.997 4.183 0.954
53 C 1.106 4.638 -2.852
54 C -0.421 -6.416 1.208
55 C 3.547 2.711 -5.471
56 C -0.626 -2.596 -5.300
57 C 1.898 -9.221 -0.576
58 C -6.553 -3.640 2.756
59 C -3.033 -2.816 -4.412
60 H 3.298 -10.820 -0.296
61 H -3.655 -2.503 -3.576
62 H -0.248 10.531 2.503
63 H -0.951 -0.270 4.561
64 H -0.983 8.934 2.732
65 H -2.218 -1.784 0.900
66 H 1.357 5.389 -2.108
67 H -4.315 2.637 -1.039
68 H 1.840 -7.862 -2.218
69 H 0.513 9.084 1.792
70 H -0.418 4.320 1.973
71 H -2.023 -1.722 -0.859
72 H -0.958 -2.206 -6.263
73 H -0.145 -7.390 0.802
74 H 0.243 4.929 5.073
75 H 3.439 -1.109 -2.753
76 H -3.220 0.088 5.987
77 H -6.514 -4.730 2.722
78 H -0.036 -6.313 2.224
79 H 2.157 -10.589 1.041
80 H -3.997 -4.473 1.839
81 H -1.882 -0.135 3.047
82 H 6.199 -1.977 -1.363
83 H -2.214 4.890 1.214
84 H -0.567 0.996 3.384
85 H -3.772 -7.042 1.934
86 H -0.494 -3.678 -5.369
87 H 3.098 -9.103 -2.347
88 H 2.751 9.577 3.181
89 H -3.193 -2.942 2.176
90 H -0.010 3.042 3.139
91 H 0.329 -2.140 -5.047
92 H 5.447 -3.027 -0.148
93 H 0.941 -2.969 -0.873
94 H -4.148 0.204 4.474
95 H 2.576 9.719 4.939
96 H -0.171 6.192 3.885
97 H 0.994 3.290 1.697
98 H 3.500 -9.451 0.829
99 H -3.291 3.636 1.852
100 H 0.475 -1.497 -1.769
101 H 1.383 6.244 4.730
102 H -3.003 -3.906 -4.443
103 H -3.467 -2.435 -5.338
104 H -3.755 1.533 0.247
105 H 4.768 -1.418 -0.460
106 H 1.992 11.026 3.892
107 H 1.762 -1.429 -0.551
108 H 5.011 2.472 -1.433
109 H 4.868 -1.664 -3.661
110 H 0.228 4.136 -2.462
111 H 0.017 -5.638 0.585
112 H -4.459 -3.009 0.939
113 H 3.327 -2.527 -3.809
114 H -7.191 -3.336 3.582
115 H -1.568 -3.194 0.049
116 H 3.300 -7.735 -1.222
117 H -2.945 1.550 -1.332
118 H -6.976 -3.262 1.824
119 H 3.260 4.763 0.073
120 H -4.148 1.555 5.624
121 H -2.526 -8.272 1.654
122 H -3.854 4.735 0.563
123 H -2.420 -7.196 3.072

Results of the Löwdin charge analysis, in e, for atoms 1 through 8: 0.27, 0.20, 0.16, 0.14, 0.18, 0.12, 0.23, 0.13

---

(4)
C35H65BrClFN3O21S | the ωB97M-V functional and the def2-TZVPD basis

## Properties
E, eV: -180922.8112
Net charge: +1
2S+1: 1

Positions of all 128 atoms, in Å:
1 Br 0.310 -1.770 -3.994
2 Cl -3.731 -2.442 0.550
3 S 1.139 -5.451 -2.274
4 F 2.799 -5.459 -2.105
5 O 0.817 -4.959 -3.648
6 O 0.180 2.542 -5.989
7 O -7.049 -3.486 -1.074
8 O -0.140 1.047 -7.672
9 O 1.791 1.898 7.641
10 O -2.155 -0.934 -2.993
11 O 3.861 2.521 7.419
12 O 3.132 0.731 6.220
13 O -0.586 8.502 2.369
14 O -3.980 1.214 3.845
15 O -4.899 2.848 5.131
16 O -3.210 3.241 3.661
17 O 1.742 2.310 -7.484
18 O -0.426 7.098 0.708
19 O 8.636 -4.477 -1.978
20 O 6.979 -2.979 -2.409
21 O 7.976 -2.904 -0.475
22 O 0.525 -6.829 -2.126
23 O -0.503 9.326 0.251
24 O -8.040 -3.559 -3.008
25 O -6.393 -5.065 -2.574
26 N 0.939 -4.276 0.450
27 N -0.976 -2.948 0.459
28 N 2.086 -5.002 0.719
29 C 0.428 -4.429 -0.912
30 C -9.037 -5.437 -4.190
31 C 6.777 -3.570 -3.700
32 C 0.143 -3.412 1.269
33 C 5.158 2.400 6.819
34 C 2.950 1.621 7.019
35 C -1.136 2.243 -5.529
36 C 1.475 -1.755 2.776
37 C -2.476 4.800 5.377
38 C -7.085 -4.127 -2.257
39 C -4.821 0.273 4.506
40 C 5.993 -4.864 -3.589
41 C -4.117 2.477 4.292
42 C 8.895 -3.469 0.457
43 C -0.817 -3.516 -0.861
44 C -0.299 6.810 -0.690
45 C 5.160 2.960 5.409
46 C 7.941 -3.544 -1.658
47 C 1.604 2.342 -9.913
48 C -0.514 8.403 1.028
49 C -1.380 -1.929 -2.955
50 C 2.258 1.728 -8.689
51 C -2.006 -2.042 1.044
52 C -2.871 0.347 0.204
53 C -1.634 -0.451 0.853
54 C 2.978 -2.044 2.227
55 C 1.117 7.069 -1.172
56 C -8.245 -4.148 -4.300
57 C 0.530 1.874 -7.103
58 C -1.766 -3.265 -2.115
59 C -0.585 9.846 2.848
60 C -6.136 -4.056 -0.142
61 C -3.187 4.623 4.049
62 C 0.705 1.072 7.232
63 C 0.555 -3.107 2.776
64 H -0.537 5.752 -0.817
65 H -4.735 -0.679 3.979
66 H 5.762 -5.260 -4.579
67 H -1.032 7.378 -1.269
68 H -8.810 -3.423 -4.890
69 H -1.362 10.442 2.365
70 H 6.552 -5.625 -3.039
71 H 1.212 -3.937 3.243
72 H -2.528 1.433 0.045
73 H 3.545 -1.061 2.006
74 H -1.269 2.719 -4.557
75 H 1.837 6.521 -0.559
76 H 0.536 2.116 -9.951
77 H 2.065 1.962 -10.826
78 H 0.927 -0.977 2.117
79 H -5.867 0.584 4.486
80 H 6.169 2.949 4.992
81 H 4.785 3.987 5.404
82 H -3.788 0.362 0.883
83 H -1.966 -2.210 2.187
84 H 0.956 0.012 7.318
85 H 0.418 1.317 6.207
86 H -1.449 0.003 1.903
87 H 3.572 -2.681 2.991
88 H -2.640 5.160 3.271
89 H 6.206 -2.849 -4.289
90 H -7.289 -4.303 -4.809
91 H -0.641 -0.316 0.288
92 H 3.329 1.938 -8.706
93 H 4.512 2.380 4.747
94 H 8.531 -4.442 0.794
95 H -5.138 -4.155 -0.571
96 H 5.847 2.977 7.440
97 H -9.971 -5.269 -3.648
98 H 1.231 6.762 -2.213
99 H -3.128 -0.055 -0.848
100 H -4.200 5.035 4.074
101 H -3.018 4.310 6.190
102 H 2.335 -4.950 1.723
103 H -6.508 -5.027 0.195
104 H 5.058 -4.701 -3.045
105 H -1.568 -4.140 -2.849
106 H -2.884 -3.292 -1.893
107 H -1.282 1.167 -5.408
108 H 2.143 0.640 -8.672
109 H 9.894 -3.560 0.027
110 H 1.699 3.430 -9.893
111 H 0.398 10.295 2.691
112 H -4.481 0.133 5.535
113 H -2.379 5.859 5.624
114 H -8.483 -6.202 -3.641
115 H 5.497 1.360 6.841
116 H -0.380 -2.891 3.399
117 H -0.787 9.820 3.919
118 H 7.732 -3.719 -4.210
119 H 8.950 -2.803 1.319
120 H -0.141 1.280 7.888
121 H 1.990 -5.991 0.415
122 H -6.077 -3.391 0.721
123 H -9.269 -5.832 -5.182
124 H -1.480 4.351 5.343
125 H 1.377 8.128 -1.099
126 H 1.547 -1.286 3.831
127 H -1.874 2.655 -6.221
128 H 2.974 -2.652 1.251

Results of the Löwdin charge analysis, in e, for atoms 1 through 8: 0.74, 0.76, 0.82, -0.19, -0.32, 0.00, 0.01, 0.12

---

HOMO-LUMO gap per entry: 6.21, 7.64, 5.86, 8.10 eV
HOMO energy per entry: -10.75, -8.87, -4.28, -12.24 eV